# 1
# C23H23N6O6S4Sc

A molecular structure, C23H23N6O6S4Sc (ωB97M-V/def2-TZVPD, OMol25).

Last column: natural (NBO) charge in e.
Element x y z (Å)
Sc  -0.408  -0.063  -0.364  1.555
C  3.982  1.814  -4.364  -0.621
C  3.434  0.419  -4.641  -0.217
N  2.018  0.289  -4.333  -0.596
C  1.545  0.218  -3.066  0.317
S  -0.189  0.336  -2.882  -0.279
N  2.415  0.076  -2.106  -0.462
N  1.861  -0.044  -0.860  -0.292
C  2.655  0.185  0.126  0.277
C  4.074  0.616  -0.045  -0.687
C  2.071  0.054  1.476  0.182
C  2.756  0.451  2.611  -0.226
C  2.168  0.277  3.853  -0.124
C  0.920  -0.304  3.926  -0.232
C  0.279  -0.636  2.745  0.119
N  0.828  -0.460  1.543  -0.506
H  5.051  1.853  -4.580  0.210
H  3.830  2.075  -3.317  0.222
H  3.481  2.559  -4.982  0.206
H  3.974  -0.322  -4.054  0.211
H  3.561  0.160  -5.693  0.197
H  1.347  0.575  -5.026  0.406
H  4.463  0.218  -0.977  0.261
H  4.696  0.290  0.785  0.220
H  4.118  1.707  -0.107  0.248
H  3.729  0.908  2.528  0.228
H  2.685  0.595  4.748  0.224
H  0.423  -0.470  4.870  0.229
H  -0.718  -1.044  2.762  0.228
O  -1.895  0.065  1.203  -1.008
S  -3.038  0.478  0.343  2.430
O  -4.261  -0.203  0.625  -0.928
O  -2.507  0.312  -1.029  -0.957
C  -3.330  2.218  0.634  -0.368
C  -4.674  2.569  0.610  -0.170
C  -5.069  3.886  0.787  -0.205
C  -4.111  4.864  0.992  -0.188
C  -2.768  4.520  1.017  -0.205
C  -2.357  3.207  0.843  -0.216
S  -0.574  2.967  0.944  2.432
O  -0.283  2.412  2.243  -0.966
O  0.011  4.239  0.631  -0.953
O  -0.313  1.973  -0.147  -1.024
H  -5.412  1.795  0.457  0.248
H  -6.121  4.134  0.763  0.220
H  -4.399  5.898  1.129  0.219
H  -2.010  5.276  1.161  0.250
N  0.479  -2.780  -2.531  -0.797
C  -0.077  -3.242  -1.407  0.322
N  -0.727  -2.519  -0.525  -0.616
C  -1.227  -3.354  0.495  0.206
C  -2.076  -2.985  1.536  -0.251
C  -2.473  -3.936  2.461  -0.192
C  -2.051  -5.260  2.371  -0.219
C  -1.240  -5.656  1.322  -0.212
C  -0.852  -4.699  0.398  -0.245
S  0.082  -4.945  -1.048  0.355
H  0.214  -1.852  -2.862  0.430
H  0.895  -3.424  -3.179  0.404
H  -2.446  -1.975  1.604  0.250
H  -3.138  -3.641  3.262  0.218
H  -2.374  -5.985  3.105  0.218
H  -0.928  -6.687  1.216  0.221

The relative energy (zero: lowest compared OMol25 entry of this formula, charge and spin) is 0.0 kcal/mol. Its orbital gap is 7.79 eV. Its largest force on an atom is 0.0076 Eh/bohr. The calculation puts the HOMO energy at -8.30 eV. Its multiplicity is 1. The total energy is -4023.9947 Eh.

# 2
# C6H12NS

A gas-phase ion, C6H12NS (charge +1) in a non-equilibrium geometry (ωB97M-V/def2-TZVPD, OMol25).

Last column: natural (NBO) charge in e.
Element x y z (Å)
C  -0.361  -0.103  1.024  -0.450
C  -1.146  0.925  0.191  -0.292
C  1.120  -0.171  0.839  -0.210
C  -3.762  0.793  -0.622  -0.501
C  -2.386  0.671  -0.139  -0.084
C  2.960  -0.416  -0.755  -0.431
N  1.544  -0.822  -0.455  -0.497
S  -3.232  -0.834  -0.067  0.191
H  -0.461  0.023  2.041  0.245
H  -0.889  -1.081  0.879  0.231
H  -0.724  1.897  0.155  0.219
H  0.919  -0.481  -1.195  0.457
H  1.671  0.720  0.900  0.220
H  1.496  -0.763  1.639  0.226
H  -4.342  1.460  0.060  0.252
H  -4.062  0.876  -1.757  0.264
H  3.577  -0.471  0.108  0.235
H  3.377  -1.087  -1.457  0.237
H  3.030  0.650  -1.128  0.245
H  1.672  -1.787  -0.260  0.443

The relative energy (zero: lowest compared OMol25 entry of this formula, charge and spin) is 53.3 kcal/mol. Its orbital gap is 8.46 eV. As for the SMILES: C[NH2+]CC/C=C1/CS1. Its largest force on an atom is 0.0591 Eh/bohr. The calculation puts the HOMO energy at -11.79 eV. Its multiplicity is 1. The total energy is -688.4229 Eh. As for the charge: +1.

# 3
# C8H10O2

2 unconnected molecules or ions with the total composition C8H10O2 in a non-equilibrium geometry (ωB97M-V/def2-TZVPD, OMol25).

Last column: natural (NBO) charge in e.
Element x y z (Å)
C  1.766  -0.707  -1.210  -0.213
C  2.544  -1.192  -0.145  -0.224
C  2.815  -0.342  1.002  -0.191
C  2.252  0.908  1.097  -0.235
C  1.688  1.432  -0.054  -0.205
C  1.452  0.746  -1.305  -0.233
C  -2.852  0.203  -0.060  0.791
C  -4.052  -0.370  0.768  -0.752
H  1.571  -1.299  -2.084  0.208
H  2.921  -2.176  -0.156  0.213
H  3.386  -0.821  1.775  0.210
H  2.757  1.518  1.998  0.229
H  1.513  2.479  -0.094  0.210
H  1.227  1.244  -2.275  0.235
H  -1.227  -0.454  -0.978  0.503
H  -5.050  0.274  0.411  0.246
H  -4.241  -1.491  0.318  0.255
H  -3.847  -0.359  1.933  0.260
O  -2.635  1.241  -0.588  -0.582
O  -1.990  -0.835  -0.355  -0.722

The relative energy (zero: lowest compared OMol25 entry of this formula, charge and spin) is 54.8 kcal/mol. Its orbital gap is 10.01 eV. As for the SMILES: c1ccccc1.CC(=O)O. Its largest force on an atom is 0.0808 Eh/bohr. The calculation puts the HOMO energy at -9.21 eV. Its multiplicity is 1. The total energy is -461.2513 Eh.